Entry 1:
{
  "formula": "C6H12INO3",
  "method": "ωB97M-V/def2-TZVPD",
  "species": ["C", "C", "C", "C", "I", "N", "O", "O", "H", "H", "H", "H", "H", "H", "H", "H", "C", "C", "O", "H", "H", "H", "H"],
  "coordinates": [[-2.37844, -0.41327, -1.31823], [-1.07627, 0.34017, -0.92001], [-0.35460, 1.03231, -2.05328], [-0.11683, -0.71685, -0.28468], [1.60186, -1.50038, -1.19100], [-0.44304, -1.35745, 0.80030], [-1.43408, -1.27059, 1.57905], [0.52280, -2.25385, 1.32426], [-2.56688, -0.92279, -0.45540], [-3.10485, 0.38376, -1.58785], [-2.16651, -0.89031, -2.22076], [-1.42409, 1.10778, -0.14193], [-0.99631, 1.05340, -2.91455], [0.45644, 0.37000, -2.21964], [0.12188, 1.94373, -1.81558], [-0.02025, -2.63509, 2.05789], [2.49730, 0.62734, 1.63664], [1.07295, 1.06322, 1.56453], [0.65901, 1.77156, 0.69310], [2.54711, -0.05056, 2.50942], [3.11251, 1.51074, 1.79009], [2.96623, 0.14013, 0.77277], [0.52404, 0.66698, 2.39486]],
  "forces_ev_per_angstrom": [[1.375, 3.983, -1.215], [-0.508, 0.340, 1.610], [-0.553, -1.084, 0.251], [-0.868, -0.204, 0.352], [-0.027, 0.006, -0.342], [0.296, -0.149, 0.902], [0.050, 0.622, -0.883], [-0.740, -0.233, 0.352], [-1.550, -1.960, 1.679], [0.069, -0.648, 0.548], [0.054, -1.708, -1.184], [0.975, -1.340, -0.675], [-0.093, 0.403, -0.523], [0.680, -0.175, -1.245], [-0.029, 1.246, 0.341], [0.435, 0.305, -0.527], [0.745, -0.648, 0.817], [1.695, -0.061, -0.995], [-0.547, 0.718, 0.086], [0.512, 0.314, -0.408], [0.064, 0.183, 0.348], [-0.681, 0.086, 0.033], [-1.355, 0.006, 0.676]],
  "gap_ev": [8.99, 8.99],
  "smiles": "CC(C)/C(I)=[N+](\\[O-])O.CC=O",
  "e_lumo_ha": [0.0051, 0.0051],
  "relative_energy_kj_mol": 134.0,
  "total_energy_ha": -813.80597
}

---

Entry 2:
{
  "formula": "C6H12INS",
  "method": "ωB97M-V/def2-TZVPD",
  "species": ["C", "C", "C", "C", "C", "C", "N", "S", "I", "H", "H", "H", "H", "H", "H", "H", "H", "H", "H", "H", "H"],
  "coordinates": [[2.11374, -1.85601, 1.06033], [-2.24688, 2.42103, -0.20142], [-0.31568, 0.41412, 1.78217], [1.28895, -2.68614, -1.13076], [-1.06265, 1.46675, -0.36290], [-1.05619, 0.41237, 0.69315], [1.45512, -2.69651, 0.31089], [2.87711, -0.55655, 0.20660], [-2.40807, -1.19964, 0.34985], [-2.21435, 2.90850, 0.77084], [-3.19073, 1.88338, -0.28335], [-2.21620, 3.18269, -0.97653], [0.37489, 1.22096, 1.96673], [-0.34780, -0.36793, 2.51926], [3.41969, -0.03202, 1.30950], [2.27052, -2.63296, -1.60794], [0.76888, -3.58226, -1.45874], [0.71864, -1.80522, -1.43418], [-1.10746, 1.00829, -1.35393], [-0.12810, 2.03090, -0.29777], [0.97901, -3.44362, 0.79885]],
  "forces_ev_per_angstrom": [[0.072, 0.081, 0.642], [0.066, -0.079, -0.087], [-0.095, -0.193, 0.117], [0.108, 0.291, -0.285], [-0.202, 0.191, -0.099], [-0.109, -0.333, -0.132], [-0.245, -0.311, -0.077], [0.022, -0.067, -0.187], [0.244, 0.259, 0.084], [-0.006, 0.039, 0.051], [-0.051, -0.002, -0.001], [-0.064, 0.100, -0.051], [0.156, 0.207, -0.082], [-0.038, -0.155, 0.111], [0.030, 0.065, -0.036], [-0.055, -0.083, -0.033], [0.004, 0.001, 0.016], [-0.059, -0.046, -0.023], [0.100, -0.002, 0.047], [0.019, -0.085, 0.033], [0.101, 0.124, -0.004]],
  "gap_ev": 8.59,
  "e_lumo_ha": 0.0170,
  "relative_energy_kj_mol": 116.6,
  "total_energy_ha": -986.36564
}

---

Entry 3:
{
  "formula": "C6H12IrN2OP",
  "method": "ωB97M-V/def2-TZVPD",
  "species": ["C", "C", "C", "C", "C", "Ir", "P", "H", "H", "H", "H", "H", "H", "H", "H", "N", "C", "N", "O", "H", "H", "H", "H"],
  "coordinates": [[-0.48810, 0.48947, -1.86381], [-1.27035, 1.77334, -2.32301], [-0.31866, 2.78157, -2.50942], [1.01121, 2.30512, -2.12665], [0.83134, 0.88236, -1.94727], [0.05515, -1.50183, 0.04280], [0.01324, -3.70472, -0.79106], [-0.93146, -0.38329, -2.31572], [-2.31969, 1.91489, -2.36122], [-0.51581, 3.98006, -2.60551], [1.61231, 0.14209, -1.82244], [1.85727, 2.85258, -1.86203], [1.42928, -3.78463, -1.41366], [-1.18426, -3.69972, -1.73877], [-0.16501, -4.19327, 0.64050], [1.21737, 0.34391, 3.27689], [0.08081, -0.25737, 2.82892], [-1.14451, -0.04854, 3.35845], [0.23507, -1.24369, 1.98549], [1.14883, 1.03992, 3.97775], [2.04471, 0.16487, 2.69398], [-1.91981, -0.49626, 2.81929], [-1.27896, 0.64312, 4.05648]],
  "forces_ev_per_angstrom": [[-0.971, 2.624, -2.791], [3.018, 0.576, 0.934], [-0.543, 2.496, 1.120], [-3.521, -2.521, -0.498], [0.909, -0.211, 1.029], [-0.418, -0.575, -2.180], [0.394, 0.807, 0.352], [0.225, -0.876, 0.656], [-0.743, -0.093, -0.148], [0.222, -3.322, -0.033], [0.309, 0.248, -0.033], [1.251, 0.861, -0.127], [-0.295, -0.063, 0.048], [-0.008, 0.030, -0.021], [-0.041, -0.368, -0.097], [-1.080, -0.882, -1.219], [0.911, -2.676, -1.017], [0.300, -0.817, -1.579], [-0.282, 2.637, 3.133], [0.432, 0.654, 0.320], [-0.602, 0.308, 0.808], [0.991, 0.725, 1.053], [-0.458, 0.439, 0.290]],
  "gap_ev": [3.41, 5.35],
  "e_lumo_ha": [-0.0053, -0.0602],
  "spin_multiplicity": 5,
  "relative_energy_kj_mol": 240.7,
  "total_energy_ha": -865.89632
}